(1)
Below is a cluster of 2 separate species, C2H5FSi in total, with properties calculated with ωB97M-V with the def2-TZVPD basis set.

Positions of all 9 atoms, in Å:
C1 0.6565 1.8854 0.5648
C2 -0.1689 0.9357 0.8548
F1 0.9565 3.0459 1.0932
Si1 -0.4389 -0.6608 -0.1176
H1 2.2258 1.9030 -1.2200
H2 -0.7967 1.0683 1.7348
H3 -0.6461 -1.6981 0.8981
H4 0.7078 -0.9377 -0.9673
H5 -1.6681 -0.5021 -0.8954

The total energy comes out at -12744.1574 eV. As for the HOMO-LUMO gap (spin up / spin down): 9.20 / 9.96 eV.

Mulliken population analysis, charges in e, atoms 1 to 4: -0.15 -0.23 -0.14 0.44

(2)
Below is a structure of composition C41H52IrN5O3S3Se, with properties calculated with ωB97M-V with the def2-TZVPD basis set.

Positions of all 106 atoms, in Å:
Ir1 -0.1610 0.3969 -0.8379
C1 -3.1835 -2.5921 5.7981
C2 -4.0487 -2.0537 4.6495
C3 -4.5622 -0.6438 4.9893
C4 -5.2739 -2.9609 4.5091
C5 -3.2094 -1.9793 3.3892
C6 -2.1513 -1.0696 3.3216
C7 -1.4313 -0.9059 2.1575
Se1 -0.3687 0.7396 2.0056
C8 1.5827 0.7378 2.1595
C9 2.1276 1.2579 3.3152
C10 3.4855 1.5763 3.3732
C11 4.2345 1.3674 2.2129
C12 3.7223 0.9047 1.0181
C13 2.3351 0.5429 0.9632
O1 1.7906 0.0875 -0.0930
C14 4.6118 0.9555 -0.2156
C15 5.9048 0.1633 0.0322
C16 4.9532 2.4363 -0.4642
C17 3.9698 0.4104 -1.4907
C18 4.1350 2.2635 4.5622
C19 4.5032 3.6940 4.1307
C20 3.2139 2.3457 5.7818
C21 5.4188 1.5360 4.9856
C22 -1.7185 -1.6566 0.9793
O2 -1.0794 -1.4851 -0.1077
C23 -2.8197 -2.5860 1.0526
C24 -3.5013 -2.7218 2.2420
C25 -3.2171 -3.3390 -0.2091
C26 -4.4351 -4.2474 -0.0139
C27 -3.5662 -2.3361 -1.3214
C28 -2.0428 -4.2221 -0.6558
H1 -3.7766 -2.6533 6.7075
H2 -2.8185 -3.5877 5.5546
H3 -2.3290 -1.9488 5.9866
H4 -5.2439 -0.6997 5.8343
H5 -3.7528 0.0284 5.2541
H6 -5.0994 -0.2194 4.1433
H7 -5.8549 -2.9124 5.4274
H8 -5.9220 -2.6450 3.6952
H9 -4.9876 -3.9972 4.3561
H10 -1.8951 -0.4581 4.1745
H11 1.4755 1.4315 4.1570
H12 5.2774 1.6389 2.2354
H13 6.4751 0.5657 0.8642
H14 5.6710 -0.8777 0.2415
H15 6.5303 0.2116 -0.8565
H16 5.5376 2.8561 0.3492
H17 5.5341 2.5259 -1.3781
H18 4.0413 3.0205 -0.5731
H19 3.6464 -0.6183 -1.3611
H20 3.1153 1.0132 -1.7919
H21 4.7031 0.4417 -2.2936
H22 3.6233 4.2388 3.7985
H23 4.9414 4.2249 4.9714
H24 5.2250 3.6905 3.3195
H25 2.3185 2.9270 5.5747
H26 2.9311 1.3531 6.1227
H27 3.7469 2.8372 6.5920
H28 6.1508 1.4962 4.1847
H29 5.8712 2.0642 5.8213
H30 5.1983 0.5212 5.3034
H31 -4.3214 -3.4155 2.2811
H32 -5.3173 -3.6840 0.2836
H33 -4.6594 -4.7319 -0.9616
H34 -4.2328 -5.0271 0.7159
H35 -4.4714 -1.7810 -1.0782
H36 -2.7475 -1.6451 -1.4871
H37 -3.7365 -2.8676 -2.2530
H38 -1.7821 -4.9240 0.1330
H39 -2.3257 -4.7883 -1.5395
H40 -1.1720 -3.6194 -0.8915
S1 -0.0506 -1.1986 -8.5237
C29 -0.1215 -0.6525 -6.9648
S2 -0.8349 -1.6405 -5.7099
C30 -0.4758 -0.3386 -4.5550
N1 0.1189 0.6561 -5.1089
N2 0.3125 0.5193 -6.4285
C31 0.8593 1.6433 -7.0899
C32 1.1044 1.6954 -8.4577
C33 1.6339 2.8458 -9.0134
C34 1.9163 3.9515 -8.2319
C35 1.6675 3.9008 -6.8705
C36 1.1437 2.7598 -6.2995
S3 -1.0667 -0.4898 -2.9781
H41 0.8872 0.8634 -9.1053
H42 1.8248 2.8703 -10.0733
H43 2.3206 4.8435 -8.6808
H44 1.8826 4.7541 -6.2479
H45 0.9450 2.7172 -5.2428
C37 -0.6148 5.4007 -0.3567
N3 -1.5566 4.3037 -0.3535
C38 -2.8479 4.4603 0.0028
C39 -3.6855 3.3993 0.1153
C40 -3.1586 2.1042 -0.1643
N4 -1.8966 1.9786 -0.5566
C41 -1.0684 3.0448 -0.6489
O3 0.1066 2.8808 -0.9712
N5 -3.8977 1.0076 -0.0319
H46 -1.1420 6.3495 -0.4026
H47 0.0489 5.2979 -1.2135
H48 -0.0028 5.3607 0.5474
H49 -3.1796 5.4700 0.1962
H50 -4.7132 3.5284 0.4075
H51 -4.8546 1.0721 0.2692
H52 -3.5004 0.1125 -0.2741

The total energy comes out at -157636.7189 eV. As for the HOMO-LUMO gap (spin up / spin down): 5.60 / 2.65 eV. The charge is +1. Its multiplicity is 2. As for the expectation value of S²: 0.8958.

Mulliken population analysis, charges in e, atoms 1 to 4: 2.52 -1.65 2.09 -1.67

(3)
Below is a cluster of 2 separate species, H6N4 in total, with properties calculated with ωB97M-V with the def2-TZVPD basis set.

Positions of all 10 atoms, in Å:
N1 1.7294 0.2504 0.3791
N2 -2.8868 0.4088 -0.4685
N3 0.8496 -0.0742 -0.7561
N4 -2.9178 -0.3973 0.4669
H1 2.7532 0.4609 0.0938
H2 1.8476 -0.7008 0.9422
H3 0.8304 0.7750 -1.3577
H4 -1.8818 0.9406 -0.4979
H5 1.0956 -0.8132 -1.3669
H6 -3.7069 -0.9478 0.3536

The total energy comes out at -6054.2300 eV. As for the HOMO-LUMO gap: 10.09 eV.

Mulliken population analysis, charges in e, atoms 1 to 4: -0.51 -0.26 -0.41 -0.25

(4)
Below is a cluster of 6 separate species, C2H18NO5 in total, with properties calculated with ωB97M-V with the def2-TZVPD basis set.

Positions of all 26 atoms, in Å:
C1 -0.4452 -1.3977 1.6857
N1 -0.3039 -0.1420 0.8639
C2 -0.3282 1.1507 1.5362
H1 -1.1156 -2.0967 1.2754
H2 0.5292 -1.9063 1.5954
H3 -0.5581 -1.2338 2.7376
H4 -1.1758 -0.1287 0.2313
H5 0.4498 -0.3839 0.2148
H6 -0.1662 1.9859 0.8115
H7 0.5732 1.3092 2.1997
H8 -1.1908 1.2280 2.1516
H9 2.4772 -0.3322 -1.9173
H10 1.3300 -1.4090 -1.5289
O1 1.8429 -0.6564 -1.2447
H11 -0.4282 -2.8159 -1.9761
H12 -1.5652 -2.4540 -1.3083
O2 -0.7571 -1.9880 -1.5300
H13 -0.5223 2.8824 -1.9254
H14 0.3883 1.6694 -1.8366
O3 -0.4014 2.0166 -1.3886
H15 2.9625 0.9037 1.6331
H16 2.9679 1.5877 0.2029
O4 3.1484 1.7074 1.1479
H17 -3.2260 -0.0676 -0.9015
H18 -2.1841 0.2993 -1.8546
O5 -2.3015 0.2718 -0.8751

The total energy comes out at -14086.9761 eV. As for the HOMO-LUMO gap: 11.17 eV. The charge is +1.

Mulliken population analysis, charges in e, atoms 1 to 4: -0.84 0.32 -0.89 0.31

(5)
Below is a cluster of 3 separate species, C6H18O6 in total, with properties calculated with ωB97M-V with the def2-TZVPD basis set.

Positions of all 30 atoms, in Å:
C1 1.2919 -0.6520 1.5238
C2 0.5567 -1.0750 2.7785
O1 -0.7374 -0.4831 2.9174
O2 1.6022 0.7424 1.4740
H1 0.6816 -0.8922 0.6532
H2 2.2898 -1.0864 1.4634
H3 1.1104 -0.6829 3.6316
H4 0.3249 -2.1400 2.7669
H5 -0.6441 0.2655 2.3237
H6 2.4590 0.9492 1.0935
C3 2.1490 2.3797 -1.1061
C4 0.7004 1.9079 -1.4223
O3 0.5846 1.5276 -2.7608
O4 3.2492 1.4978 -1.4223
H7 2.3090 2.8828 -0.1525
H8 2.3943 3.2152 -1.7616
H9 -0.0931 2.5975 -1.1343
H10 0.4937 1.0062 -0.8458
H11 1.1060 0.7300 -2.8773
H12 3.1227 1.3568 -2.3634
C5 -2.3441 -0.4969 -0.7179
C6 -2.7145 -2.0182 -1.0254
O5 -2.1758 -2.9775 -0.0463
O6 -2.6370 -0.1627 0.5439
H13 -2.8882 0.1853 -1.3711
H14 -1.2624 -0.3968 -0.8075
H15 -2.2701 -2.2111 -2.0018
H16 -3.7818 -2.0936 -1.2336
H17 -2.6243 -3.0140 0.8016
H18 -2.2526 -0.8614 1.0784

The total energy comes out at -18786.1830 eV. As for the HOMO-LUMO gap (spin up / spin down): 9.94 / 3.31 eV. The charge is +1. Its multiplicity is 2. As for the expectation value of S²: 0.7550.

Mulliken population analysis, charges in e, atoms 1 to 4: -0.28 -0.41 -0.51 -0.53

(6)
Below is an isolated molecule of CH4N2O, with properties calculated with ωB97M-V with the def2-TZVPD basis set.

Positions of all 8 atoms, in Å:
C1 0.2529 -0.6992 -0.2609
N1 0.5315 -1.6113 -1.0529
N2 -0.2419 1.5002 0.3977
O1 -0.0377 0.5924 -0.6732
H1 0.2172 -0.6299 0.7893
H2 0.8217 -2.4660 -0.5513
H3 -0.7047 1.0083 1.1498
H4 -0.8390 2.3055 0.2016

The total energy comes out at -6126.8663 eV. As for the HOMO-LUMO gap: 10.20 eV.

Mulliken population analysis, charges in e, atoms 1 to 4: 0.16 -0.53 -0.46 -0.20

For the records above, the corresponding energy above the lowest of the compared OMol25 structures with the same formula, charge and spin values read 6.292 3.864 1.328 1.742 4.418 3.641 eV.